Record 1
97
Properties=species:S:1:pos:R:3:mulliken_charge:R:1 method="wB97M-V/def2-TZVPD" e_above_lowest_ev=0.0000 homo_ev=-6.77 homo_lumo_gap_ev=6.69 energy_ha=-5674.05658
C -5.04 2.87 1.08 -1.3922
C 1.11 2.42 -0.13 -0.6472
H 3.71 1.16 -0.91 0.3155
C 2.10 -1.77 -0.62 1.7098
H 0.48 3.01 -0.81 0.4038
C 3.10 3.79 -0.86 -0.9066
N -0.79 -0.11 -0.35 0.6034
H 1.41 -2.35 0.02 -0.0229
H -4.91 3.52 1.94 0.3773
H -4.81 3.45 0.18 0.3662
H -2.76 2.39 -4.10 0.4307
C 2.98 2.83 -2.05 -0.9050
N -0.16 0.66 -2.81 1.1758
H 1.91 4.11 0.94 0.6259
H -1.74 2.22 0.25 0.8418
H 5.08 0.70 1.92 0.2890
P 0.37 0.15 -1.30 -1.2153
C 1.83 -3.11 -3.16 -1.0117
H -1.28 -0.38 7.21 0.4473
H -1.03 -2.50 -0.23 0.3432
H 0.48 2.12 0.70 -0.2054
H 1.36 -3.88 -3.77 0.4162
C 2.66 -3.74 -2.05 -0.8372
H -4.08 -0.71 2.80 0.2396
H -1.41 -2.39 5.75 0.4317
C -1.45 -3.70 3.35 -1.0772
H 2.03 -4.42 -1.47 0.2635
C 0.69 0.75 -4.00 -0.4809
C -1.28 -0.28 6.13 -0.8112
H -1.08 1.86 6.12 0.4789
H 2.49 -0.95 -0.01 -1.5477
H 3.94 -2.05 -1.68 0.3829
H 4.14 3.91 -0.57 0.3306
H 3.47 -4.35 -2.47 0.4695
C -1.14 -2.91 0.76 -0.4744
H -0.82 2.44 -5.98 0.2952
H 1.18 1.72 -4.08 0.1955
C -1.98 1.76 1.21 -1.7289
H 2.47 -2.52 -3.82 0.3073
N 4.19 0.29 1.68 -0.4116
H -6.09 2.57 1.03 0.3889
C 2.84 1.39 -1.55 -0.5188
C 2.28 3.28 0.33 -0.7054
H 4.26 -0.12 0.75 0.0212
H 0.51 0.49 -6.13 0.4723
H -3.66 -0.76 -0.29 0.1857
H -1.50 -5.71 2.60 0.4269
H 4.16 -0.44 3.64 0.4678
C -1.36 -1.40 5.32 -0.7902
H 0.06 -2.82 -1.97 0.0373
H 1.48 0.00 -3.93 0.3861
N 1.37 -1.17 -1.74 0.8988
C -4.30 0.12 -0.32 -1.0796
C -1.57 0.97 -3.00 0.0515
C -1.17 0.96 5.53 -0.9428
C -0.15 0.51 -5.25 -1.0613
O 1.59 0.33 2.28 -0.2868
H 2.74 4.78 -1.16 0.3757
C -4.42 0.33 2.84 -1.2318
H -1.98 1.27 -2.03 -0.2148
H -1.23 -4.99 0.23 0.5441
H -1.77 2.52 1.98 0.7602
H 2.93 2.68 0.98 0.0555
C -1.72 2.07 -4.04 -1.0817
H -0.62 -0.47 -5.18 0.2883
C -1.22 1.60 -5.41 -0.6152
H -1.14 2.94 -3.70 0.2533
H -1.11 1.99 3.65 0.3039
H -3.99 0.80 3.73 0.3023
H 4.04 -1.72 2.45 0.2735
Ge -3.88 1.28 1.20 0.4914
H -2.05 1.20 -6.00 0.3849
C 2.23 -0.68 2.85 0.5810
H -5.35 -0.18 -0.29 0.5023
H -1.58 -3.99 4.38 0.4444
H 3.74 -3.12 -0.28 0.3971
N 1.60 1.20 -0.78 1.5093
Ni -1.22 0.03 1.42 -2.0341
H -5.50 0.34 2.95 0.4713
C -1.35 -1.24 3.94 0.3556
H 3.85 2.91 -2.71 0.4749
O 1.66 -1.53 3.48 -0.5612
N -1.30 -0.03 3.36 2.1079
H 2.87 0.68 -2.37 0.3623
C 3.74 -0.69 2.66 -0.7340
H 2.24 0.85 1.76 0.0855
H -2.14 0.09 -3.31 0.2088
C 3.22 -2.66 -1.13 -1.1263
H -4.11 0.63 -1.26 0.2634
C -1.41 -4.66 2.35 -0.7617
C -1.26 -4.27 1.03 -1.0014
H 2.10 3.07 -2.64 0.1154
C 0.76 -2.20 -2.57 0.0286
N -1.17 -2.00 1.72 0.9477
C -1.19 1.04 4.15 -0.3054
H 0.17 -1.73 -3.35 -0.0095
C -1.33 -2.37 2.99 0.7724


Record 2
104
Properties=species:S:1:pos:R:3:mulliken_charge:R:1 method="wB97M-V/def2-TZVPD" homo_ev=-10.70 total_charge=+1 homo_lumo_gap_ev=6.55 energy_ha=-5632.02888
C 2.27 -6.61 6.94 -0.7630
H -1.79 1.75 -9.95 0.3597
C -4.42 0.14 -0.61 0.3334
O 3.57 -6.59 6.41 -0.2713
C -0.07 1.68 -0.50 0.3109
O -1.36 0.96 3.86 -0.4886
H -3.39 0.50 -0.64 -0.2754
O 4.95 -4.20 5.09 -0.4406
O 0.02 2.74 3.80 -0.2289
H 4.39 -4.47 7.08 0.1858
H -0.21 -1.17 3.41 0.5025
C -4.84 2.58 0.06 -1.1389
C 0.74 -0.39 0.37 0.1963
H 7.29 -3.94 6.25 0.3505
H 6.72 -3.83 7.94 0.4208
C -0.52 4.55 -8.53 -0.3915
C -0.22 1.28 1.85 1.0926
Br 0.68 4.66 6.13 -0.1909
C -2.13 1.89 -8.92 -0.6118
H -4.51 3.92 -9.91 0.2321
H 0.82 4.14 -0.84 0.3127
P -0.87 3.37 5.17 0.4196
H 1.77 -5.64 6.78 0.3130
H -1.29 5.75 -4.65 0.3971
H -2.32 4.30 -4.53 0.3136
H -2.40 3.94 3.80 0.4142
H -0.32 1.30 -7.99 0.3990
C -1.42 -4.29 0.08 0.0772
C 6.55 -4.31 6.97 -0.6205
C 0.66 -0.85 2.85 -0.8228
H 1.67 -7.41 6.49 0.3302
H -2.47 3.06 -0.76 0.2782
C 0.26 -2.59 -0.70 -0.6044
C -5.38 1.15 0.07 -1.0596
H -6.30 1.15 -0.54 0.4500
H 3.54 -7.20 4.46 0.3977
H 0.40 4.86 -6.62 0.3108
C 3.60 -6.26 5.03 -0.5366
H -0.17 -2.04 -1.55 0.3622
H 2.35 -6.78 8.01 0.2390
H 5.02 -2.89 6.61 0.3961
C -1.17 3.47 0.96 -0.4299
H -4.10 -1.17 1.12 0.3355
H 0.74 -3.47 -1.14 0.5621
O -0.07 3.20 -8.58 -0.4685
H -5.68 0.81 1.06 0.4095
H -3.91 3.41 1.85 0.2532
C -4.52 -1.22 0.12 -1.3198
F -0.89 -5.37 0.59 -0.1774
H 0.21 5.11 -9.12 0.4078
H -3.22 1.81 1.33 0.1571
F -1.51 -2.14 0.99 -0.1353
H -4.00 -2.01 -0.44 0.2537
H -1.24 2.45 -7.03 0.0658
N 0.64 4.11 -1.84 -0.5015
C -0.52 5.15 -7.14 -0.5407
H 8.44 -5.86 6.05 0.3378
C 4.89 -5.56 4.66 -0.3475
H 4.94 -5.51 3.57 0.4061
O 0.50 1.72 -3.25 -0.5914
H 2.13 -1.53 -0.72 0.4067
H -1.38 3.55 2.02 -0.7148
H -5.60 3.31 0.36 0.4663
C -0.88 -3.02 0.15 0.3618
C -0.93 2.21 -8.05 -0.2112
O -3.10 2.92 -8.84 -0.2696
H -0.49 4.30 0.74 0.5023
H -5.57 -1.52 0.19 0.4071
C -3.85 3.06 -10.03 -0.7863
C 5.16 -3.97 6.48 -0.3601
H 2.74 -0.66 2.73 0.2638
H 1.71 -2.23 0.90 0.4758
H -2.59 0.96 -8.57 0.3810
H 1.55 4.08 -2.29 0.3052
H 8.03 -7.23 7.09 0.2361
C -1.44 4.72 -5.02 -0.6370
H 2.75 -5.62 4.77 0.3095
H -2.87 4.55 0.05 0.4321
C -0.47 2.13 0.75 0.1346
F -2.58 -4.52 -0.49 -0.1681
O -1.85 4.45 4.40 -0.4740
C -0.58 1.65 3.27 -0.1424
O -1.66 4.71 -6.40 -0.3087
H -4.46 2.17 -10.22 0.3297
H -4.78 -0.05 -1.63 0.4386
C 0.39 0.03 1.66 0.5240
H 0.77 0.17 -1.57 0.3932
H -0.57 6.24 -7.21 0.4087
C -2.51 3.53 0.23 -0.6255
H 1.29 2.18 -3.59 0.3871
H -4.60 2.84 -0.98 0.3565
H 8.65 -5.73 7.82 0.3265
C -3.63 2.78 1.00 0.1267
H -0.57 4.10 -4.76 0.1329
C 8.03 -6.15 7.02 -0.7820
H 2.12 -1.89 3.97 0.4850
C 1.90 -1.16 3.21 -1.4000
N 0.49 0.47 -0.64 0.1462
H -1.49 4.67 -9.01 0.1652
P -0.27 2.64 -2.11 0.2744
H -3.19 3.25 -10.88 0.3467
C 1.35 -1.72 0.02 -1.1471
H 5.76 -6.12 5.00 0.1446
O 6.69 -5.71 7.14 -0.2682


no.,E_LUMO (eV)
1,-0.080
2,-4.148